{
  "formula": "C16H12Br4N4O3STi",
  "method": "ωB97M-V/def2-TZVPD",
  "elements": ["Br", "Br", "Br", "Br", "Ti", "S", "O", "O", "O", "N", "N", "N", "N", "C", "C", "C", "C", "C", "C", "C", "C", "C", "C", "C", "C", "C", "C", "C", "C", "H", "H", "H", "H", "H", "H", "H", "H", "H", "H", "H", "H"],
  "coordinates": [[5.240, -3.861, 0.522], [1.492, -3.603, -3.812], [3.466, -1.475, 2.067], [4.231, -4.953, -2.434], [-0.590, -0.380, -0.672], [-1.760, -2.399, -0.112], [0.340, -1.449, -1.941], [1.054, -0.690, 0.328], [-2.375, 0.506, -1.361], [-2.349, -0.751, 1.983], [-1.504, 0.084, 1.328], [0.010, 1.673, -0.104], [-3.370, -2.767, 1.938], [-1.239, 1.214, 1.882], [-1.739, 1.188, -3.573], [-2.522, -1.892, 1.364], [0.863, 2.387, -0.833], [3.270, -3.607, -1.531], [-1.507, 0.611, -2.228], [1.823, -1.633, -0.196], [1.062, 4.019, 0.879], [3.691, -3.148, -0.283], [-0.327, 2.087, 1.127], [2.125, -3.066, -2.125], [2.968, -2.157, 0.385], [0.183, 3.271, 1.644], [-1.776, 1.656, 3.203], [1.415, -2.082, -1.461], [1.413, 3.573, -0.384], [2.103, 4.120, -1.010], [-2.773, 1.501, -3.720], [1.113, 1.978, -1.805], [-3.446, -3.699, 1.575], [-1.451, 0.437, -4.311], [-0.093, 3.592, 2.638], [-2.537, 0.961, 3.542], [-3.731, -2.559, 2.853], [1.474, 4.939, 1.271], [-1.063, 2.033, -3.713], [-2.205, 2.656, 3.127], [-0.978, 1.688, 3.949]],
  "relative_energy_kcal_mol": 2.1,
  "multiplicity": 1,
  "e_homo_ha": -0.2823,
  "fmax_ha_per_bohr": 0.00484,
  "e_lumo_ev": -0.833,
  "e_tot_ev": -343013.189
}

***

{
  "formula": "C2H3Cl2N2P",
  "method": "ωB97M-V/def2-TZVPD",
  "elements": ["Cl", "Cl", "P", "N", "N", "C", "C", "H", "H", "H"],
  "coordinates": [[1.777, -2.217, -0.407], [0.435, -2.324, 2.667], [0.950, 1.380, 0.621], [0.904, 0.232, 2.161], [0.397, 0.123, -0.364], [0.627, -0.913, 1.728], [0.427, -1.152, 0.221], [-0.190, 1.936, 0.827], [-0.549, -1.502, 0.114], [0.925, 0.053, -1.235]],
  "smiles": "ClC1=NPN[C@H]1Cl",
  "relative_energy_kcal_mol": 41.1,
  "multiplicity": 1,
  "e_homo_ha": -0.3446,
  "fmax_ha_per_bohr": 0.09118,
  "e_lumo_ev": 0.542,
  "e_tot_ev": -39435.555
}

***

{
  "formula": "C42H29CeF5N7O9S2",
  "method": "ωB97M-V/def2-TZVPD",
  "elements": ["Ce", "S", "S", "F", "F", "F", "F", "F", "O", "O", "O", "O", "O", "O", "O", "O", "O", "N", "N", "N", "N", "N", "N", "N", "C", "C", "C", "C", "C", "C", "C", "C", "C", "C", "C", "C", "C", "C", "C", "C", "C", "C", "C", "C", "C", "C", "C", "C", "C", "C", "C", "C", "C", "C", "C", "C", "C", "C", "C", "C", "C", "C", "C", "C", "C", "C", "H", "H", "H", "H", "H", "H", "H", "H", "H", "H", "H", "H", "H", "H", "H", "H", "H", "H", "H", "H", "H", "H", "H", "H", "H", "H", "H", "H", "H"],
  "coordinates": [[-0.130, 0.812, -0.494], [-3.837, -0.356, 2.937], [-1.575, 1.251, 1.884], [0.454, -4.047, -3.655], [-1.015, -5.518, -1.961], [-1.633, -4.541, 0.495], [-0.851, -2.077, 1.213], [1.340, -1.593, -3.005], [-0.522, 0.552, -2.582], [-0.868, 5.119, -0.677], [4.049, 2.464, 3.397], [1.244, 1.968, 0.881], [3.684, 7.362, 2.765], [-0.524, 2.909, -0.915], [2.157, 8.056, 1.391], [3.973, 1.537, 1.426], [5.794, -2.687, 1.564], [2.782, 7.149, 1.945], [5.253, -1.113, 0.076], [3.700, 2.404, 2.249], [3.739, -2.766, 0.621], [-3.197, -0.398, 0.380], [2.369, 0.480, -1.488], [-2.491, -0.026, -0.777], [2.404, 5.791, 1.627], [-2.821, 0.100, 1.494], [-1.974, 0.604, -5.893], [0.317, -1.728, -0.816], [2.783, 0.618, -2.726], [4.482, -0.581, -0.935], [4.049, 0.204, -3.137], [1.345, 5.533, 0.806], [-4.973, 2.152, 2.429], [-0.425, -2.556, 0.017], [3.193, 4.763, 2.149], [-3.724, 0.121, -4.321], [2.859, 3.495, 1.801], [1.660, -5.983, 2.337], [3.362, -4.214, 2.563], [3.188, -0.142, -0.632], [-4.043, 4.774, 2.592], [-4.522, 4.120, 3.751], [2.204, -4.529, 0.451], [0.152, -3.531, -2.450], [1.519, -5.573, 0.991], [2.581, -5.271, 3.109], [-0.656, -4.286, -1.600], [-0.262, 4.119, -0.405], [0.867, -7.149, 2.871], [-3.326, 0.379, -5.620], [3.147, -3.869, 1.242], [-4.582, -0.818, -1.746], [-4.484, 2.836, 1.290], [-5.302, 0.690, 2.470], [0.992, 4.271, 0.473], [-1.440, 0.405, -3.534], [1.690, 3.171, 1.011], [0.591, -2.278, -2.075], [-0.907, -3.791, -0.346], [4.895, -0.416, -2.270], [-4.999, 2.824, 3.629], [-2.800, 0.078, -3.249], [-3.200, -0.260, -1.829], [-1.051, 0.651, -4.872], [4.936, -2.211, 0.841], [-4.015, 4.147, 1.378], [-0.181, -7.073, 2.539], [-0.064, 1.077, -5.063], [-4.873, -1.284, -2.699], [0.934, -7.213, 3.925], [-5.656, 0.304, 1.539], [-6.037, 0.485, 3.232], [0.722, 6.341, 0.455], [3.090, -2.300, -0.006], [-3.553, 4.605, 0.501], [2.084, -4.231, -0.586], [2.704, -5.491, 4.169], [4.113, -3.758, 3.210], [2.817, -0.238, 0.404], [4.373, 0.325, -4.175], [-5.315, -0.061, -1.457], [-3.700, 5.797, 2.671], [-4.787, 0.064, -4.085], [2.083, 1.049, -3.446], [-1.661, 0.821, -6.937], [1.286, -8.058, 2.425], [-4.374, 2.282, 0.348], [4.023, 5.003, 2.813], [0.827, -6.167, 0.383], [6.241, -0.979, 0.071], [-4.500, 4.599, 4.701], [5.880, -0.712, -2.584], [-4.625, -1.513, -0.920], [-5.362, 2.281, 4.482], [-4.090, 0.444, -6.445]],
  "charge": -1,
  "relative_energy_kcal_mol": 0.0,
  "multiplicity": 1,
  "e_homo_ha": -0.2189,
  "fmax_ha_per_bohr": 0.04078,
  "e_lumo_ev": 1.116,
  "e_tot_ev": -121069.459
}